[1]
This record from the OMol25 dataset describes CH2FNO2 in the gas phase. The level of theory is the ωB97M-V functional and the def2-TZVPD basis.

The geometry in ORCA input format:
```
! wB97M-V def2-TZVPD RIJCOSX def2/J DEFGRID3
* xyz 0 1
O 1.275 0.930 -0.846
N 0.833 -0.119 -0.378
O 1.339 -1.197 -0.233
C -0.573 0.063 0.264
F -1.320 -1.049 0.126
H -0.525 0.472 1.290
H -1.029 0.901 -0.223
*
```

The HOMO-LUMO gap is 11.5 eV. For the LUMO energy, the calculation gives -0.2 eV. As for the SMILES: O=[N+]([O-])CF. The value obtained for the highest occupied orbital energy is -11.66 eV.

Partial charges, natural (NBO), in e:
1 O -0.374
2 N 0.511
3 O -0.323
4 C 0.125
5 F -0.313
6 H 0.191
7 H 0.182

[2]
This record from the OMol25 dataset describes CH2FNO2 in the gas phase. The level of theory is the ωB97M-V functional and the def2-TZVPD basis.

The geometry in ORCA input format:
```
! wB97M-V def2-TZVPD RIJCOSX def2/J DEFGRID3
* xyz 0 3
C -0.723 -0.848 -0.028
N -0.096 0.333 -0.064
O -1.894 -0.968 0.182
O 1.529 0.499 -0.346
F -0.641 1.564 0.084
H 0.015 -1.649 -0.203
H 1.809 1.069 0.375
*
```

As for the expectation value of S²: 2.0206. The HOMO-LUMO gap (spin up / spin down) is 8.5 / 7.7 eV. For the LUMO energy (spin up / spin down), the calculation gives 0.7 / -3.1 eV. The value obtained for the highest occupied orbital energy (spin up / spin down) is -7.85 / -10.81 eV.

Partial charges, natural (NBO), in e:
1 C 0.399
2 N 0.239
3 O -0.439
4 O -0.655
5 F -0.169
6 H 0.175
7 H 0.449

[3]
This record from the OMol25 dataset describes 3 unconnected molecules or ions with the total composition CH2FNO2S. The level of theory is the ωB97M-V functional and the def2-TZVPD basis.

The geometry in ORCA input format:
```
! wB97M-V def2-TZVPD RIJCOSX def2/J DEFGRID3
* xyz 0 3
C -0.648 0.410 0.668
N 0.045 -0.426 1.185
O 0.234 1.121 -2.310
O -0.147 -1.219 -1.914
F 1.391 -0.184 2.276
S -0.701 0.137 -1.915
H -0.617 1.558 0.816
H 0.444 -1.396 1.194
*
```

As for the expectation value of S²: 2.0143. The HOMO-LUMO gap (spin up / spin down) is 7.1 / 7.7 eV. For the LUMO energy (spin up / spin down), the calculation gives -0.8 / -3.8 eV. The value obtained for the highest occupied orbital energy (spin up / spin down) is -7.92 / -11.48 eV.

Partial charges, natural (NBO), in e:
1 C 0.204
2 N -0.487
3 O -0.862
4 O -0.871
5 F -0.277
6 S 1.599
7 H 0.210
8 H 0.483

One value per record, in order, for strongest force on any atom: 2.4; 5.0; 3.3 eV/A.
One value per record, in order, for ΔE to the lowest compared entry with this formula, charge and spin: 39.0; 36.6; 11.2 kcal/mol.